Entry 1:
Formula: C48H36Cl5NP3Se2Ti
Source: the Open Molecules 2025 dataset
Level of theory: the ωB97M-V functional and the def2-TZVPD basis

Structure (ORCA input):
```
! RIJCOSX wB97M-V def2-TZVPD def2/J DEFGRID3
* xyz 1 1
Ti 0.61 -0.27 0.39
C -1.84 0.83 -2.21
P -0.93 2.44 -2.31
C -1.07 2.87 -4.08
C -0.32 2.23 -5.07
C -0.49 2.58 -6.41
C -1.41 3.55 -6.76
C -2.16 4.19 -5.78
C -1.98 3.85 -4.45
C 0.81 1.86 -2.20
C 1.74 2.86 -1.66
C 2.92 2.61 -1.09
C 3.50 1.25 -0.91
C 2.40 -0.16 -2.14
C 1.16 0.60 -2.51
C -2.18 0.51 -0.79
C -3.44 0.45 -0.28
C -3.35 0.35 1.13
C -2.03 0.35 1.45
C -1.41 0.47 2.80
P 0.19 1.28 2.51
C -0.20 3.03 2.25
C -1.21 3.65 2.98
C -1.48 4.99 2.80
C -0.74 5.73 1.88
C 0.28 5.12 1.16
C 0.54 3.77 1.35
C 1.15 1.20 4.04
C 1.77 2.33 4.55
C 2.54 2.25 5.70
C 2.69 1.03 6.35
C 2.07 -0.11 5.85
C 1.31 -0.03 4.70
N -1.24 0.42 0.26
H -1.34 0.00 -2.71
H -2.78 0.98 -2.75
H 0.40 1.48 -4.80
H 0.10 2.08 -7.17
H -1.54 3.83 -7.80
H -2.87 4.96 -6.06
H -2.56 4.36 -3.68
H 1.41 3.89 -1.74
H 3.53 3.44 -0.78
H 4.36 1.28 -0.24
H 2.37 -1.18 -2.51
H 0.42 -0.01 -3.02
H -4.34 0.52 -0.87
H -4.16 0.33 1.84
H -1.22 -0.49 3.29
H -2.04 1.06 3.47
H -1.79 3.09 3.71
H -2.27 5.47 3.36
H -0.95 6.78 1.74
H 0.86 5.69 0.45
H 1.33 3.30 0.78
H 1.66 3.29 4.06
H 3.01 3.13 6.10
H 3.29 0.96 7.25
H 2.18 -1.06 6.35
H 0.82 -0.92 4.32
Se 0.26 -2.34 1.96
P -0.69 -3.29 0.25
Se 0.10 -2.15 -1.41
C -0.21 -5.02 0.17
C -0.42 -5.82 1.29
C -0.08 -7.17 1.25
C 0.46 -7.71 0.09
C 0.68 -6.91 -1.02
C 0.35 -5.56 -0.99
C -2.49 -3.20 0.34
C -3.24 -2.99 -0.81
C -4.62 -2.97 -0.73
C -5.25 -3.14 0.49
C -4.50 -3.34 1.64
C -3.12 -3.37 1.57
H -0.84 -5.41 2.20
H -0.24 -7.79 2.11
H 0.73 -8.76 0.06
H 1.11 -7.33 -1.92
H 0.53 -4.94 -1.85
H -2.75 -2.83 -1.77
H -5.21 -2.80 -1.63
H -6.33 -3.12 0.55
H -4.99 -3.47 2.59
H -2.54 -3.49 2.47
Cl 2.95 -0.56 1.89
C 3.28 -0.89 0.20
C 2.51 0.06 -0.61
C 3.77 0.54 -2.29
Cl 3.91 1.62 -3.68
C 4.82 -0.59 -2.33
Cl 5.79 -0.65 -3.75
C 4.92 -1.62 -1.47
Cl 5.92 -2.97 -1.86
C 4.29 -1.69 -0.13
Cl 5.06 -2.67 1.06
*
```

Properties
F_max	0.5	eV/A
energy above the lowest of the compared OMol25 structures with the same formula, charge and spin	3.593	eV
Kohn-Sham gap	6.288	eV


Entry 2:
Formula: C27H34IN10OPS6Sr
Source: the Open Molecules 2025 dataset
Level of theory: the ωB97M-V functional and the def2-TZVPD basis

Structure (ORCA input):
```
! RIJCOSX wB97M-V def2-TZVPD def2/J DEFGRID3
* xyz -2 1
Sr 0.85 0.17 -1.22
C -1.34 0.17 3.77
C -1.33 -1.33 4.09
S -0.01 -2.18 3.18
C -0.78 -3.78 2.82
C -2.07 -3.77 2.00
S -1.88 -2.94 0.41
C -3.62 -2.52 0.12
C -3.75 -1.53 -1.02
S -3.03 0.11 -0.77
C -3.98 0.78 0.62
C -3.45 0.46 2.02
S -1.64 0.57 2.04
H -0.38 0.61 4.03
H -2.09 0.67 4.39
H -2.29 -1.76 3.82
H -1.18 -1.46 5.16
H -0.96 -4.32 3.75
H 0.00 -4.32 2.28
H -2.86 -3.26 2.56
H -2.39 -4.80 1.86
H -4.03 -2.10 1.04
H -4.20 -3.41 -0.12
H -4.80 -1.42 -1.30
H -3.21 -1.90 -1.90
H -5.02 0.46 0.53
H -3.96 1.86 0.47
H -3.76 -0.53 2.34
H -3.86 1.18 2.72
S -0.68 -1.72 -2.85
C -1.20 -0.75 -4.21
C -1.75 -1.51 -5.30
N -2.20 -2.14 -6.15
C -1.15 0.61 -4.33
S -0.58 1.78 -3.16
C -1.65 1.20 -5.55
N -2.03 1.71 -6.51
I 3.30 -6.06 -0.28
C 2.60 -4.16 0.08
C 3.16 -3.21 0.91
N 2.36 -2.14 0.84
N 1.32 -2.32 0.01
C 1.46 -3.55 -0.46
H 4.06 -3.22 1.50
H 2.49 -1.23 1.25
H 0.74 -3.94 -1.17
C 4.28 1.71 -0.85
C 3.53 0.36 -1.00
O 4.25 -0.64 -0.84
H 5.37 1.56 -0.79
H 3.93 2.20 0.06
H 4.02 2.37 -1.69
N 1.53 0.60 1.66
C 1.88 0.81 2.74
C 2.30 1.09 4.04
C 3.25 2.11 4.27
N 4.02 2.95 4.47
C 1.72 0.41 5.13
N 1.23 -0.15 6.02
C -1.28 6.00 -0.19
N -1.86 4.79 0.37
C -1.64 4.79 1.82
N -0.24 4.96 2.21
C 0.28 6.17 1.58
N 0.13 6.21 0.13
C 0.97 5.19 -0.52
P 0.58 3.44 0.00
C -1.26 3.60 -0.25
C 0.55 3.78 1.83
H -1.84 6.86 0.21
H -1.40 5.98 -1.27
H -2.01 3.85 2.23
H -2.21 5.62 2.24
H 1.34 6.27 1.84
H -0.26 7.02 2.00
H 2.02 5.40 -0.29
H 0.86 5.26 -1.60
H -1.74 2.70 0.15
H -1.46 3.61 -1.33
H 1.58 3.91 2.19
H 0.15 2.90 2.33
*
```

Properties
F_max	0.8	eV/A
energy above the lowest of the compared OMol25 structures with the same formula, charge and spin	0.860	eV
Kohn-Sham gap	4.912	eV


Entry 3:
Formula: C48H33N7O5P2Se2Ti
Source: the Open Molecules 2025 dataset
Level of theory: the ωB97M-V functional and the def2-TZVPD basis

Structure (ORCA input):
```
! RIJCOSX wB97M-V def2-TZVPD def2/J DEFGRID3
* xyz -2 1
Ti -0.28 0.17 0.53
C 1.34 1.87 5.62
C 2.11 1.49 4.53
C 1.57 1.52 3.25
C 0.25 1.92 3.03
C -0.52 2.26 4.14
C 0.02 2.24 5.42
N -0.26 1.90 1.72
C -1.13 2.89 1.31
C -1.31 4.16 1.88
C -2.12 5.10 1.26
C -2.75 4.82 0.05
C -2.56 3.60 -0.56
C -1.76 2.63 0.07
N -1.38 1.44 -0.46
N -1.57 1.19 -1.79
C -0.47 0.69 -2.32
C -0.43 0.29 -3.69
C 0.78 0.03 -4.26
C 1.96 0.14 -3.49
C 1.83 0.44 -2.16
N 0.67 0.70 -1.55
H 1.75 1.85 6.62
H 3.13 1.17 4.67
H 2.17 1.23 2.40
H -1.57 2.51 4.00
H -0.61 2.50 6.27
H -0.77 4.43 2.78
H -2.25 6.08 1.72
H -3.37 5.57 -0.42
H -2.98 3.36 -1.53
H -1.37 0.21 -4.23
H 0.84 -0.27 -5.30
H 2.93 -0.04 -3.93
H 2.72 0.51 -1.52
O -3.45 -4.14 3.34
C -2.94 -3.16 2.85
C -1.92 -2.28 3.50
O -1.62 -2.25 4.67
C -1.39 -1.47 2.40
C -2.12 -1.68 1.22
O -1.73 -0.99 0.20
C -3.20 -2.64 1.44
O -4.13 -2.95 0.73
O -0.44 -0.62 2.34
Se 4.00 -5.51 1.01
P 3.67 -3.63 1.93
C 2.94 -3.94 3.56
C 1.74 -4.65 3.59
C 1.18 -5.00 4.80
C 1.81 -4.63 5.98
C 2.99 -3.92 5.95
C 3.57 -3.57 4.74
C 5.23 -2.75 2.22
C 5.39 -1.37 2.09
C 6.63 -0.79 2.32
C 7.72 -1.58 2.68
C 7.57 -2.95 2.80
C 6.34 -3.54 2.56
C 2.54 -2.50 1.09
C 1.56 -2.65 0.08
N 1.04 -1.42 -0.10
N 1.64 -0.59 0.74
N 2.49 -1.23 1.51
P 1.32 -3.86 -1.26
Se 0.04 -3.16 -2.76
C 0.64 -5.36 -0.50
C 0.93 -6.66 -0.89
C 0.24 -7.72 -0.31
C -0.76 -7.48 0.62
C -1.08 -6.18 0.98
C -0.38 -5.12 0.41
C 3.01 -3.95 -1.94
C 3.67 -5.10 -2.37
C 4.90 -5.00 -3.01
C 5.48 -3.77 -3.24
C 4.82 -2.62 -2.82
C 3.59 -2.71 -2.20
H 1.27 -4.94 2.66
H 0.24 -5.55 4.82
H 1.35 -4.90 6.93
H 3.47 -3.62 6.87
H 4.50 -3.03 4.70
H 4.54 -0.76 1.84
H 6.75 0.28 2.23
H 8.69 -1.12 2.86
H 8.41 -3.57 3.07
H 6.21 -4.61 2.63
H 1.68 -6.87 -1.63
H 0.48 -8.74 -0.59
H -1.30 -8.31 1.06
H -1.87 -5.98 1.69
H -0.63 -4.10 0.67
H 3.26 -6.08 -2.17
H 5.39 -5.90 -3.35
H 6.44 -3.69 -3.73
H 5.26 -1.64 -3.00
H 3.06 -1.80 -1.91
*
```

Properties
F_max	4.4	eV/A
energy above the lowest of the compared OMol25 structures with the same formula, charge and spin	2.900	eV
Kohn-Sham gap	4.681	eV


Entry 4:
Formula: C2H5F2NS
Source: the Open Molecules 2025 dataset
Level of theory: the ωB97M-V functional and the def2-TZVPD basis

Structure (ORCA input):
```
! RIJCOSX wB97M-V def2-TZVPD def2/J DEFGRID3
* xyz 0 1
C 0.41 -0.33 -1.04
C -0.86 -0.16 -0.22
N -1.02 -0.26 1.08
F -0.65 2.10 -0.23
F -2.09 -0.30 -0.73
S 1.80 0.44 -0.12
H 0.51 -1.33 -1.18
H 0.19 0.14 -2.04
H -0.23 0.11 1.57
H -1.94 -0.20 1.49
H 1.31 1.78 -0.35
*
```

Properties
F_max	4.3	eV/A
energy above the lowest of the compared OMol25 structures with the same formula, charge and spin	1.578	eV
Kohn-Sham gap	9.710	eV


Entry 5:
Formula: C6H12O
Source: the Open Molecules 2025 dataset
Level of theory: the ωB97M-V functional and the def2-TZVPD basis

Structure (ORCA input):
```
! RIJCOSX wB97M-V def2-TZVPD def2/J DEFGRID3
* xyz 0 1
C 3.22 -0.30 0.26
C 2.05 0.35 -0.48
O 1.26 1.25 0.25
C -0.28 0.09 0.26
C -1.70 -0.18 0.64
C -2.64 -0.51 -0.54
C -2.81 0.75 0.23
H 3.59 -1.16 -0.33
H 4.07 0.38 0.41
H 2.90 -0.68 1.23
H 1.39 -0.50 -0.76
H 2.37 0.74 -1.47
H -0.20 0.36 -0.78
H 0.41 -0.50 0.82
H -1.86 -0.81 1.51
H -2.26 -0.47 -1.55
H -3.37 -1.31 -0.38
H -2.49 1.67 -0.23
H -3.64 0.83 0.92
*
```

Properties
F_max	0.9	eV/A
energy above the lowest of the compared OMol25 structures with the same formula, charge and spin	4.813	eV
Kohn-Sham gap (alpha / beta)	9.545 / 9.544	eV


Entry 6:
Formula: BrCd3N4O12
Source: the Open Molecules 2025 dataset
Level of theory: the ωB97M-V functional and the def2-TZVPD basis

Structure (ORCA input):
```
! RIJCOSX wB97M-V def2-TZVPD def2/J DEFGRID3
* xyz 0 2
Cd -1.01 -0.71 -3.16
Cd 2.31 -2.60 0.59
Cd -3.11 0.52 1.84
N 4.40 -1.22 -1.42
O 5.05 -1.83 -2.22
O 4.74 -0.14 -0.94
O 3.53 -1.81 -0.88
N -1.46 2.61 -3.73
O -1.45 1.54 -3.11
O -2.60 3.18 -3.96
O -0.37 3.17 -3.90
N -0.12 -0.15 0.02
O -0.78 -0.37 -0.97
O 0.98 -0.67 0.02
O -0.63 0.44 0.96
N -2.00 -1.11 4.50
O -1.91 -0.89 3.23
O -3.17 -1.04 4.78
O -0.98 -1.24 5.22
Br -1.41 2.33 3.14
*
```

Properties
F_max	9.3	eV/A
Kohn-Sham gap (alpha / beta)	2.658 / 4.639	eV


Q: What is the F_max in the fifth record?
A: 0.9 eV/A


Please write out number 3 again, unchanged.
Formula: C48H33N7O5P2Se2Ti
Source: the Open Molecules 2025 dataset
Level of theory: the ωB97M-V functional and the def2-TZVPD basis

Structure (ORCA input):
```
! RIJCOSX wB97M-V def2-TZVPD def2/J DEFGRID3
* xyz -2 1
Ti -0.28 0.17 0.53
C 1.34 1.87 5.62
C 2.11 1.49 4.53
C 1.57 1.52 3.25
C 0.25 1.92 3.03
C -0.52 2.26 4.14
C 0.02 2.24 5.42
N -0.26 1.90 1.72
C -1.13 2.89 1.31
C -1.31 4.16 1.88
C -2.12 5.10 1.26
C -2.75 4.82 0.05
C -2.56 3.60 -0.56
C -1.76 2.63 0.07
N -1.38 1.44 -0.46
N -1.57 1.19 -1.79
C -0.47 0.69 -2.32
C -0.43 0.29 -3.69
C 0.78 0.03 -4.26
C 1.96 0.14 -3.49
C 1.83 0.44 -2.16
N 0.67 0.70 -1.55
H 1.75 1.85 6.62
H 3.13 1.17 4.67
H 2.17 1.23 2.40
H -1.57 2.51 4.00
H -0.61 2.50 6.27
H -0.77 4.43 2.78
H -2.25 6.08 1.72
H -3.37 5.57 -0.42
H -2.98 3.36 -1.53
H -1.37 0.21 -4.23
H 0.84 -0.27 -5.30
H 2.93 -0.04 -3.93
H 2.72 0.51 -1.52
O -3.45 -4.14 3.34
C -2.94 -3.16 2.85
C -1.92 -2.28 3.50
O -1.62 -2.25 4.67
C -1.39 -1.47 2.40
C -2.12 -1.68 1.22
O -1.73 -0.99 0.20
C -3.20 -2.64 1.44
O -4.13 -2.95 0.73
O -0.44 -0.62 2.34
Se 4.00 -5.51 1.01
P 3.67 -3.63 1.93
C 2.94 -3.94 3.56
C 1.74 -4.65 3.59
C 1.18 -5.00 4.80
C 1.81 -4.63 5.98
C 2.99 -3.92 5.95
C 3.57 -3.57 4.74
C 5.23 -2.75 2.22
C 5.39 -1.37 2.09
C 6.63 -0.79 2.32
C 7.72 -1.58 2.68
C 7.57 -2.95 2.80
C 6.34 -3.54 2.56
C 2.54 -2.50 1.09
C 1.56 -2.65 0.08
N 1.04 -1.42 -0.10
N 1.64 -0.59 0.74
N 2.49 -1.23 1.51
P 1.32 -3.86 -1.26
Se 0.04 -3.16 -2.76
C 0.64 -5.36 -0.50
C 0.93 -6.66 -0.89
C 0.24 -7.72 -0.31
C -0.76 -7.48 0.62
C -1.08 -6.18 0.98
C -0.38 -5.12 0.41
C 3.01 -3.95 -1.94
C 3.67 -5.10 -2.37
C 4.90 -5.00 -3.01
C 5.48 -3.77 -3.24
C 4.82 -2.62 -2.82
C 3.59 -2.71 -2.20
H 1.27 -4.94 2.66
H 0.24 -5.55 4.82
H 1.35 -4.90 6.93
H 3.47 -3.62 6.87
H 4.50 -3.03 4.70
H 4.54 -0.76 1.84
H 6.75 0.28 2.23
H 8.69 -1.12 2.86
H 8.41 -3.57 3.07
H 6.21 -4.61 2.63
H 1.68 -6.87 -1.63
H 0.48 -8.74 -0.59
H -1.30 -8.31 1.06
H -1.87 -5.98 1.69
H -0.63 -4.10 0.67
H 3.26 -6.08 -2.17
H 5.39 -5.90 -3.35
H 6.44 -3.69 -3.73
H 5.26 -1.64 -3.00
H 3.06 -1.80 -1.91
*
```

Properties
F_max	4.4	eV/A
energy above the lowest of the compared OMol25 structures with the same formula, charge and spin	2.900	eV
Kohn-Sham gap	4.681	eV


Q: What is the F_max in the sixth record?
A: 9.3 eV/A


Q: What is the formula in the third record?
A: C48H33N7O5P2Se2Ti